[1]
Formula: C4H8O
Source: OMol25
Level of theory: ωB97M-V/def2-TZVPD

```
13
Properties=species:S:1:pos:R:3:forces:R:3:nbo_charge:R:1
O 1.882389 -0.703741 -0.291562 0.0 1.0 0.2 -0.5255
C -1.803873 0.135157 0.204122 -0.1 0.0 0.0 -0.6063
C -0.531925 -0.138455 -0.594855 0.0 -0.1 -0.1 -0.4377
C 0.651624 -0.215787 0.331685 -0.5 -0.3 0.3 -0.0722
C 2.366920 0.463179 -0.698823 0.6 0.3 0.1 0.1276
H -0.600318 -1.094629 -1.120580 -0.1 0.0 0.0 0.2079
H 0.865701 0.757145 0.803270 -0.3 -0.3 -0.1 0.1920
H -1.792615 1.130817 0.663424 0.0 -0.2 -0.1 0.2067
H -1.925668 -0.601121 1.007680 0.0 0.1 -0.1 0.2019
H 3.391378 0.473003 -0.269701 0.7 -0.3 -0.7 0.0605
H 0.546631 -0.936369 1.136664 -0.4 -0.1 0.1 0.1987
H -2.683931 0.074556 -0.440627 0.1 0.0 0.1 0.2187
H -0.364121 0.640159 -1.348939 0.0 -0.2 0.2 0.2277
```
Forces are in eV/Å.

Summary:
F_max = 1.1 eV Å⁻¹
highest occupied orbital energy = -8.271 eV
HOMO-LUMO gap = 8.6 eV

---

[2]
Formula: C24H48BrO6P
Source: OMol25
Level of theory: ωB97M-V/def2-TZVPD

```
80
Properties=species:S:1:pos:R:3:forces:R:3:lowdin_charge:R:1
Br 3.773468 -1.703618 -1.385459 1.0 -0.7 0.8 0.2495
P 2.002169 -0.827560 -2.549788 -1.4 0.3 -1.5 0.4750
O 4.303514 6.091306 4.610228 -0.3 0.1 -0.3 -0.1940
O 4.159971 5.786589 1.678436 0.3 0.0 0.2 -0.2015
O -5.914825 -8.500567 1.976040 0.0 0.3 -0.3 -0.1935
O -4.857037 -5.764970 1.652883 0.0 -0.3 0.3 -0.2114
O 5.384434 1.131095 0.062799 1.1 0.2 -1.7 -0.2543
O -0.458061 0.566868 -2.646036 -1.2 -2.0 1.0 -0.1786
C 3.700065 4.989158 3.936164 0.5 0.0 0.0 -0.1968
C -3.507539 -1.713516 -0.013389 3.4 2.1 -2.6 -0.0351
C -3.725932 -0.223801 -0.487170 2.8 -2.1 -0.6 -0.0066
C -4.721294 -8.169596 1.270340 0.0 0.0 0.5 -0.1973
C 5.282361 6.652140 1.576919 -0.1 0.0 -0.1 -0.1119
C 3.544915 7.286008 4.483645 0.1 0.0 0.1 -0.1126
C 3.117671 0.387602 -3.479474 1.5 0.6 -0.8 -0.3817
C -2.943473 2.061180 -1.783602 0.1 0.6 0.3 -0.3658
C -2.681355 0.539351 -1.378134 -0.2 -2.5 1.1 -0.0676
C -1.168948 -1.648682 -1.371866 -2.2 1.0 0.9 0.0120
C 6.560237 0.472830 -0.492721 0.3 -0.8 -0.4 -0.1513
C 3.380807 1.971236 -1.288035 -0.1 0.8 0.3 -0.1793
C 4.914619 2.171634 -0.846226 -0.3 0.7 0.5 -0.2113
C -5.578796 -5.395994 2.820432 0.0 0.1 -0.1 -0.1085
C -4.055080 -6.928984 1.857611 -0.1 0.1 -0.5 -0.1977
C -2.195635 -2.411994 -0.452118 -1.5 2.7 -0.8 -0.2026
C -7.085971 -8.086228 1.285908 0.0 -0.1 0.1 -0.1109
C 0.411613 -0.276418 -3.453061 -1.1 0.2 -1.9 -0.3675
C -1.361442 -0.189084 -1.850557 -3.0 -1.4 2.5 -0.1615
C -2.971482 2.340434 -3.371888 -0.3 0.3 0.3 -0.0950
C -4.285290 2.692679 -1.160929 -0.4 -0.1 0.4 -0.1370
C -1.957632 -3.914326 0.073637 1.1 1.2 0.4 -0.0973
C 3.154937 1.877411 -2.876419 0.4 0.4 0.0 -0.2262
C 4.379960 4.717149 2.597737 -0.5 0.1 -0.1 -0.2002
H -4.248875 -2.279514 0.641437 1.1 1.0 -1.1 0.0905
H -2.893934 -4.566103 0.043203 1.3 1.0 -0.2 0.0653
H 4.169557 8.123162 4.801365 0.0 -0.1 0.0 0.0888
H -1.626361 -3.811510 1.179755 -0.6 -0.3 -1.7 0.0906
H -6.072824 -6.253760 3.284033 0.1 0.0 0.0 0.0847
H 7.079683 -0.156294 0.307393 -0.9 1.0 -0.9 0.0970
H -3.106590 -6.758259 1.336990 0.0 0.0 0.0 0.1152
H 1.799690 -2.155116 -3.106163 0.4 0.9 0.4 0.0073
H 5.676708 6.927501 2.558551 0.0 -0.1 0.0 0.0842
H -4.901289 -4.928542 3.540164 0.0 0.0 0.1 0.0877
H -2.068020 2.691181 -1.359173 -1.3 -1.1 -0.6 0.1396
H 4.966277 7.561572 1.062588 -0.1 -0.1 0.0 0.0888
H 3.936973 3.819443 2.153396 0.0 0.0 0.1 0.1186
H -4.040121 -9.017531 1.381053 0.0 0.0 0.0 0.1235
H 0.679244 0.334948 -4.401404 -0.5 -0.8 1.6 0.1001
H 2.252455 2.526963 -3.196089 1.2 -1.4 0.6 0.1159
H 2.807908 2.908558 -0.918597 0.9 -1.5 -0.6 0.1173
H -4.321203 2.637632 -0.004988 0.1 -0.1 -1.9 0.0827
H -0.246977 -2.249662 -1.675280 -1.4 1.0 0.4 0.0690
H -7.275342 -8.757696 0.443005 -0.1 0.1 -0.1 0.0874
H -4.698584 0.265460 -0.116059 1.9 -0.6 -0.9 0.0857
H -4.923536 -8.037593 0.201918 0.0 0.1 0.1 0.1261
H -3.833051 -7.067656 2.921421 -0.1 0.0 -0.1 0.1272
H 7.323385 1.215148 -0.922608 -1.1 -0.8 0.8 0.0915
H -6.341453 -4.669287 2.534476 0.1 0.0 -0.1 0.0891
H 2.964980 1.095813 -0.684785 0.6 1.1 -1.0 0.0797
H 2.666118 7.236517 5.133724 -0.1 0.1 -0.1 0.0869
H -3.848999 3.063846 -3.569189 1.5 -1.0 0.2 0.0728
H 5.609440 2.260822 -1.757833 -1.1 -0.2 1.3 0.1173
H -0.219749 -1.166363 -3.849186 1.1 1.2 0.8 0.1081
H -1.987475 2.856901 -3.666259 -1.6 -1.0 0.1 0.0801
H -7.003448 -7.057480 0.924973 0.0 0.0 0.0 0.0832
H -4.417404 3.814165 -1.407319 0.6 -1.8 0.2 0.0831
H 4.194344 -0.032639 -3.452701 -1.8 0.6 0.2 0.0589
H 1.367326 -0.552747 -1.296304 0.5 0.1 -0.5 0.0079
H 3.829276 4.113671 4.577980 0.0 0.0 0.0 0.1238
H -1.052881 -4.392568 -0.460321 -1.6 0.6 0.7 0.0791
H 6.270704 -0.254721 -1.344734 0.3 1.2 1.3 0.0474
H 2.625262 5.153784 3.803781 0.1 0.0 -0.1 0.1257
H 2.855075 0.440391 -4.606942 0.0 -0.2 1.9 0.0961
H 4.976066 3.157324 -0.238178 0.0 -1.5 -1.1 0.1215
H -3.196459 1.399870 -3.981614 0.6 1.3 0.9 0.0865
H 6.067215 6.170416 0.987236 0.1 0.0 0.0 0.0848
H 3.229224 7.460461 3.451486 0.0 0.0 0.0 0.0830
H -5.216902 2.166598 -1.596156 1.4 0.7 0.8 0.0886
H 4.071187 2.396691 -3.362154 -1.5 -0.9 0.6 0.1131
H -7.928990 -8.144569 1.977104 0.1 -0.1 0.0 0.0894
H 5.451422 4.531442 2.731101 -0.1 0.1 0.1 0.1278
```
Forces are in eV/Å.

Summary:
structure (SMILES) = COCCCC[PH2](Br)COc1cc(C)ccc1C(C)C.COCCOC.COCCOC
F_max = 4.8 eV Å⁻¹
highest occupied orbital energy = -7.982 eV
HOMO-LUMO gap = 8.6 eV

---

[3]
Formula: C4H12N4
Source: OMol25
Level of theory: ωB97M-V/def2-TZVPD

```
20
Properties=species:S:1:pos:R:3:forces:R:3:nbo_charge:R:1
N -0.081916 -1.048750 -0.071203 4.2 0.1 0.3 -0.1465
N -2.139529 -0.060589 -0.075220 2.2 -1.3 -0.5 0.0350
N -2.682394 -1.188967 0.059787 0.8 -2.4 0.3 -0.3622
N 1.288541 -0.916430 0.058785 -4.2 -2.6 -0.5 -0.0834
C -2.929362 1.083083 -0.077151 0.3 2.5 3.2 -0.4494
C -0.825058 0.033735 -0.184155 2.4 3.9 -0.3 0.1651
C 3.547961 0.001429 -0.077452 0.5 -1.8 -0.3 -0.6554
C 2.034767 0.273360 0.183889 0.6 1.6 -2.7 -0.2923
H 2.044821 0.623413 1.159710 -0.8 0.7 2.3 0.2835
H 1.786442 -1.862328 0.025139 -0.9 1.5 0.2 0.4742
H 3.662543 -0.304392 -1.136671 0.4 0.3 0.7 0.2464
H -2.243264 1.898378 0.198339 -0.6 0.0 -0.2 0.2636
H 4.122942 -0.756640 0.616461 -2.0 0.8 -1.1 0.2741
H -3.646732 1.000220 0.742644 -0.2 0.1 -0.3 0.2762
H 4.168311 0.835801 0.171814 -0.1 1.1 -0.4 0.2807
H -3.656984 -1.133099 0.107475 -1.9 -0.9 0.2 0.4414
H -0.494336 1.163570 -0.375734 -0.4 -2.8 0.6 0.2545
H 1.446214 1.100450 -0.477532 2.1 -1.7 1.3 0.2445
H -2.059165 -2.026813 0.136681 -1.0 0.7 -0.1 0.4704
H -3.343804 1.284570 -0.985611 -1.4 0.3 -2.6 0.2797
```
Forces are in eV/Å.

Summary:
net charge = +2
F_max = 4.9 eV Å⁻¹
highest occupied orbital energy (alpha / beta) = -19.074 / -19.127 eV
HOMO-LUMO gap (alpha / beta) = 7.7 / 7.8 eV

---

[4]
Formula: HO2S2
Source: OMol25
Level of theory: ωB97M-V/def2-TZVPD

```
5
Properties=species:S:1:pos:R:3:forces:R:3:nbo_charge:R:1
S -0.613743 -0.015275 1.096655 -0.9 0.8 -1.5 1.1616
S -1.698295 0.837963 -0.214742 0.5 -0.6 -0.2 -0.3029
O 1.406031 -0.390213 -0.919949 1.3 -1.8 -3.9 -1.1551
O -0.985693 0.560130 2.379888 0.6 -0.3 1.2 -0.8828
H 1.891700 -0.992606 -2.341854 -1.5 1.8 4.4 0.1792
```
Forces are in eV/Å.

Summary:
net charge = -1
F_max = 5.0 eV Å⁻¹
highest occupied orbital energy (alpha / beta) = -3.096 / -3.095 eV
HOMO-LUMO gap (alpha / beta) = 5.2 / 5.2 eV

---

[5]
Formula: C24H20BF6N10O6S2W
Source: OMol25
Level of theory: ωB97M-V/def2-TZVPD

```
70
Properties=species:S:1:pos:R:3:forces:R:3:nbo_charge:R:1
W 0.313395 -0.097855 0.757059 0.1 -0.7 -0.3 1.9204
S -2.993866 0.458678 -0.180088 0.0 0.0 -0.1 2.2735
S -1.826596 2.278655 -1.890661 -0.1 -0.2 0.0 2.2463
F -4.813600 -1.068993 -1.296978 0.0 0.0 0.0 -0.2795
F -3.825691 3.714537 -0.987209 0.0 0.0 0.0 -0.3015
F -2.826607 -1.935489 -1.208182 -0.1 0.0 0.0 -0.3065
F -3.997417 3.134528 -3.067902 0.0 0.0 0.0 -0.2956
F -4.022406 -1.784130 0.590113 0.0 0.0 0.0 -0.3106
F -2.592045 4.680588 -2.484213 0.0 0.0 0.0 -0.2987
O -3.932403 1.201498 0.596211 0.0 -0.1 0.0 -0.8845
O -0.072748 -0.720188 -1.108189 0.0 0.1 -0.5 -0.7172
O 1.649869 -4.101449 -2.947580 0.0 0.0 0.0 -0.6561
O -1.189121 2.170577 -3.162021 0.0 0.0 0.0 -0.9049
O -1.822129 0.037264 0.651414 0.1 0.1 0.0 -1.0021
O -1.080369 2.692218 -0.732970 0.0 0.1 0.0 -0.9468
N 2.939849 0.874870 1.999260 -0.1 0.0 0.0 -0.2879
N 1.497148 1.155411 -0.563076 0.3 0.3 -0.2 -0.3735
N 0.502405 -2.338654 0.499210 -0.9 0.4 -0.3 -0.2804
N 1.105444 2.579964 2.019863 0.1 -0.1 0.0 -0.2896
N 0.065304 1.735836 1.791436 -0.2 0.3 0.2 -0.4120
N 0.754125 -2.795165 -0.786155 0.2 -0.2 0.0 -0.4475
N 2.343298 2.089926 -0.057004 0.0 0.0 0.1 -0.3162
N -2.642237 0.924587 -1.603479 0.0 0.2 0.0 -1.2053
N -0.441879 -1.124894 2.570571 -0.1 0.2 0.8 -0.4809
N 2.189018 -0.218893 1.725065 0.3 -0.2 0.2 -0.3865
C 0.373302 -2.316353 -5.803760 0.0 0.0 0.0 -0.1363
C 4.008714 0.516935 2.705204 0.0 0.0 0.1 0.0473
C -0.746784 -2.429760 2.453953 0.1 -0.1 -0.2 0.1439
C 1.019231 -3.254536 -5.027445 0.0 0.0 0.0 -0.2740
C -1.631233 -2.538235 4.662720 0.0 0.0 -0.1 -0.1120
C 1.573240 1.265815 -1.899732 -0.1 -0.1 0.1 0.0323
C -0.712749 3.583340 2.778760 0.0 0.1 0.1 -0.3181
C -3.725585 -1.186933 -0.567361 0.1 -0.1 0.0 0.7490
C 3.963569 -0.852604 2.928726 0.0 0.0 -0.1 -0.3152
C 2.931739 2.759776 -1.051462 0.0 0.0 -0.1 0.0407
C 2.812790 -1.270624 2.286766 0.0 0.0 0.1 0.0076
C 0.377643 -2.034067 -3.042797 0.1 -0.1 -0.1 -0.2704
C 1.020282 -3.137688 -3.638526 -0.1 0.0 0.0 0.3838
C -0.287700 -1.100896 -3.853482 0.0 0.0 0.0 -0.0933
C -0.292659 -1.236370 -5.221368 0.0 0.0 0.0 -0.2677
C 0.379540 -1.851338 -1.602272 -0.1 0.1 0.1 0.6082
C 0.661265 3.686289 2.605426 0.0 0.0 0.0 0.0550
C -1.355135 -3.159624 3.451251 -0.1 -0.1 0.1 -0.1903
C -0.680737 -0.544931 3.751713 0.0 0.1 0.0 0.0936
C -3.160119 3.535832 -2.122697 0.0 0.0 0.0 0.7357
C -1.045517 2.354262 2.251112 0.1 -0.1 -0.1 0.0320
C -0.337312 -3.014548 1.181811 0.0 -0.2 0.6 0.1312
C 2.468619 2.260951 -2.252116 0.0 0.1 0.0 -0.3157
C -1.265980 -1.214128 4.814298 0.0 0.0 0.0 -0.2189
B 2.504297 2.255069 1.448497 0.0 0.0 0.0 0.5277
H 2.405960 -2.262404 2.190869 0.0 0.0 0.0 0.2298
H -0.811310 -0.513523 -5.834978 0.0 0.0 0.0 0.2302
H -2.010971 1.888106 2.154996 0.0 0.0 0.0 0.2538
H -1.596897 -4.200097 3.282113 0.0 0.0 0.0 0.2480
H 1.527573 -4.101096 -5.468073 0.0 0.0 0.0 0.2366
H -0.814187 -0.277579 -3.388168 0.0 0.0 0.0 0.2326
H 1.344568 4.481168 2.854553 0.0 0.0 0.0 0.2427
H 0.973970 0.649506 -2.540437 0.0 0.0 0.0 0.2549
H -0.782869 -3.952819 0.862939 0.4 -0.1 -0.2 0.2368
H 0.377976 -2.427424 -6.880233 0.0 0.0 0.0 0.2254
H 4.731775 1.255574 3.008771 0.0 0.0 0.0 0.2445
H 4.676342 -1.455144 3.462005 0.0 0.0 0.0 0.2542
H -0.406106 0.494742 3.847109 0.0 0.0 0.0 0.2317
H 1.518685 -3.965957 -1.992961 0.0 0.0 0.0 0.5077
H 3.639423 3.542795 -0.835795 0.0 0.0 0.0 0.2364
H -1.377081 4.310748 3.209564 0.0 0.0 0.0 0.2556
H 3.288778 3.102462 1.743159 0.0 0.0 0.0 -0.0042
H 2.727932 2.581504 -3.244727 0.0 0.0 0.0 0.2527
H -2.107169 -3.082493 5.466363 0.0 0.0 0.0 0.2479
H -1.439828 -0.687138 5.741216 0.0 0.0 0.0 0.2505
```
Forces are in eV/Å.

Summary:
multiplicity = 3
net charge = +1
F_max = 1.1 eV Å⁻¹
highest occupied orbital energy (alpha / beta) = -10.802 / -10.807 eV
HOMO-LUMO gap (alpha / beta) = 6.4 / 6.2 eV

---

[6]
Formula: C4H5I
Source: OMol25
Level of theory: ωB97M-V/def2-TZVPD

```
10
Properties=species:S:1:pos:R:3:forces:R:3:nbo_charge:R:1
I 2.590916 1.044975 0.002092 -0.4 0.8 -0.2 0.0172
C -0.313172 1.386179 -0.267274 -0.2 0.4 -0.4 -0.2419
C -0.721121 -0.015332 0.312013 0.1 -0.2 0.6 -0.1955
C -0.657554 -1.393605 0.193829 -0.6 3.8 -1.3 -0.3702
C 0.757632 2.186776 -0.426956 1.0 -4.5 1.2 -0.2680
H -1.443254 -1.915467 0.719678 0.4 -0.3 0.4 0.2099
H -0.223278 -1.851504 -0.673299 0.6 -0.4 0.0 0.2022
H -1.406629 0.284608 1.111054 0.1 -0.1 0.0 0.1944
H 1.020388 3.181854 -0.678461 -0.7 0.7 -0.3 0.2362
H -1.227208 1.949415 -0.456479 -0.3 -0.2 0.0 0.2157
```
Forces are in eV/Å.

Summary:
structure (SMILES) = C=C/C=C\I
F_max = 4.8 eV Å⁻¹
highest occupied orbital energy = -8.955 eV
HOMO-LUMO gap = 9.4 eV